[1]
Density functional theory data (the ωB97M-V functional and the def2-TZVPD basis) for a cluster of 7 separate species, C19H37Br2O16 in total.

Computed properties:
Spin multiplicity: 1
HOMO level: -1.64 eV
Net charge: -1
Gap between HOMO and LUMO: 3.5 eV
Lowest unoccupied orbital energy: 0.070 Ha

```
74
Properties=species:S:1:pos:R:3:lowdin_charge:R:1
C -14.6228 -15.8846 15.6287 -0.480
O -13.5837 -15.0937 16.1850 -0.535
H -15.1765 -15.1982 14.9881 0.008
H -14.2551 -16.7740 15.1169 0.011
H -15.3959 -16.1976 16.3303 0.001
C -15.2697 -13.5832 8.3413 -0.021
C -14.8168 -13.3784 6.9448 -0.329
C -14.0347 -14.5179 6.3077 -0.110
O -14.7243 -14.8676 5.1614 0.105
C -15.7126 -14.0057 5.0258 -0.567
O -16.3750 -13.8632 4.0005 0.120
O -16.0034 -13.4105 6.1811 0.073
H -14.5081 -13.5522 9.1205 0.097
H -15.7252 -14.5646 8.4729 0.097
H -16.1009 -12.9245 8.5929 0.094
H -14.5304 -12.3781 6.6199 0.163
H -14.1632 -15.3238 7.0303 0.134
H -12.9778 -14.2780 6.1917 0.142
Br -22.1026 -18.0967 14.1826 0.586
C -21.7973 -19.8480 15.0572 -0.706
C -20.6111 -19.8174 15.9597 -0.679
Br -20.0509 -21.6848 16.3483 0.581
H -21.6733 -20.5098 14.2000 0.041
H -22.6570 -20.1397 15.6605 0.059
H -20.7105 -19.2527 16.8866 0.067
H -19.8117 -19.3189 15.4114 0.051
C -13.1536 -8.4396 14.5727 -0.044
O -12.2956 -7.4152 14.0373 -0.023
C -10.9377 -7.5663 14.2399 -0.542
O -10.3180 -8.5634 14.6063 0.110
O -10.3750 -6.4479 13.7720 -0.020
C -8.9514 -6.2646 13.7262 -0.035
H -13.5140 -9.2616 13.9542 0.098
H -14.0707 -7.9147 14.8400 0.083
H -12.7817 -8.7574 15.5468 0.098
H -8.5086 -6.6779 12.8200 0.096
H -8.4989 -6.7216 14.6063 0.090
H -8.7187 -5.2071 13.8510 0.088
C -9.4609 -16.9985 12.0620 -0.067
O -9.7531 -16.0002 11.1074 -0.042
C -9.2670 -14.6886 11.2538 -0.567
O -8.7218 -14.2063 12.2292 0.122
O -9.5730 -14.0577 10.1548 -0.006
C -9.4380 -12.6072 10.1949 -0.011
H -9.7717 -16.7109 13.0663 0.102
H -8.4003 -17.2495 12.0784 0.090
H -10.0532 -17.8566 11.7443 0.091
H -9.6156 -12.3273 9.1566 0.086
H -8.4109 -12.3130 10.4110 0.095
H -10.2084 -12.1926 10.8450 0.106
C -14.9883 -11.6118 21.8088 -0.073
O -14.5418 -10.3913 22.3163 -0.038
C -13.3360 -9.8452 21.8504 -0.536
O -12.6116 -10.3757 21.0222 0.126
O -13.2568 -8.6520 22.3860 0.017
C -12.1375 -7.8794 22.1144 -0.068
H -14.5356 -11.8313 20.8418 0.103
H -16.0768 -11.6248 21.7545 0.090
H -14.7684 -12.3789 22.5514 0.089
H -11.2770 -8.0806 22.7525 0.098
H -12.3420 -6.8263 22.3074 0.092
H -11.8340 -7.9468 21.0696 0.100
C -11.8091 -15.5662 24.6895 -0.026
O -12.2231 -16.8702 24.2408 -0.011
C -12.0566 -17.2204 22.9702 -0.550
O -11.4420 -16.5074 22.1515 0.085
O -12.7247 -18.3560 22.7192 -0.004
C -12.9750 -18.8441 21.4435 -0.062
H -12.6521 -15.1280 25.2236 0.093
H -11.5609 -14.9317 23.8386 0.088
H -10.8793 -15.6614 25.2503 0.092
H -12.1226 -18.6957 20.7806 0.100
H -13.8836 -18.3669 21.0764 0.105
H -13.1540 -19.9155 21.3536 0.089
```

[2]
Density functional theory data (the ωB97M-V functional and the def2-TZVPD basis) for a structure of composition C3H5F2N3.

Computed properties:
Spin multiplicity: 1
HOMO level: -9.84 eV
Energy above the lowest of the compared OMol25 structures with the same formula, charge and spin: 68.5 kJ/mol
Gap between HOMO and LUMO: 10.0 eV
Lowest unoccupied orbital energy: 0.007 Ha

```
13
Properties=species:S:1:pos:R:3:lowdin_charge:R:1
C 2.3655 -0.2442 -0.1717 -0.473
C -0.6515 -0.4940 0.0492 -0.398
C -0.0756 0.8410 -0.3608 -0.093
N 2.9101 -1.1551 -0.6200 0.124
N -2.0206 -0.5223 -0.2809 0.101
N 1.8162 0.8648 0.2322 0.101
F -0.4205 -0.6692 1.4280 -0.017
F -0.5936 1.8842 0.2764 0.075
H -0.1062 -1.3093 -0.4426 0.150
H 0.0383 1.0214 -1.4245 0.145
H -2.4515 -1.4219 -0.1156 0.097
H -2.5446 0.2001 0.1993 0.095
H 1.7342 1.0044 1.2308 0.093
```

[3]
Density functional theory data (the ωB97M-V functional and the def2-TZVPD basis) for the molecule C23H35N3O3.

Computed properties:
SMILES: CC1(C)C[C@@H](C(=O)N2CCCCC(C)(C)C2)CN(C(=O)c2ncoc2C2CC2)C1
Spin multiplicity: 1
HOMO level: -9.00 eV
Energy above the lowest of the compared OMol25 structures with the same formula, charge and spin: 95.9 kJ/mol
Gap between HOMO and LUMO: 9.7 eV
Lowest unoccupied orbital energy: 0.028 Ha

```
64
Properties=species:S:1:pos:R:3:lowdin_charge:R:1
C -1.7193 -2.8771 2.6920 -0.049
C -1.4361 -1.7335 1.7207 -0.530
C -2.0940 -0.4546 2.2405 -0.042
C 0.0817 -1.5548 1.5827 -0.100
C 0.4536 -0.5742 0.4727 -0.195
C 1.9633 -0.5064 0.2910 -0.415
O 2.6570 -1.4938 0.4858 0.062
N 2.4869 0.6789 -0.1268 -0.020
C 1.7078 1.8782 -0.4191 -0.142
C 1.4811 2.7927 0.7873 -0.165
C 2.6532 2.8309 1.7715 -0.180
C 4.0485 2.8658 1.1363 -0.147
C 4.6819 1.5055 0.7783 -0.537
C 6.1023 1.7616 0.2712 -0.058
C 4.7517 0.5981 2.0088 -0.041
C 3.9230 0.7870 -0.3459 -0.106
C -0.1765 -1.0387 -0.8434 -0.071
N -1.6158 -1.1726 -0.6828 -0.012
C -2.4367 -0.4609 -1.4929 -0.372
O -2.0158 0.2944 -2.3602 0.051
C -3.9103 -0.6106 -1.2833 -0.127
N -4.5217 -0.2876 -0.0710 0.155
C -5.7721 -0.4709 -0.2934 -0.174
O -6.0657 -0.8989 -1.5325 0.093
C -4.8544 -0.9844 -2.1781 -0.157
C -4.9097 -1.4622 -3.5649 -0.206
C -5.2070 -0.4834 -4.6777 -0.089
C -3.8496 -1.1051 -4.5688 -0.092
C -2.0132 -2.1182 0.3492 -0.094
H -1.2655 -3.8092 2.3481 0.086
H -1.3107 -2.6495 3.6785 0.089
H -2.7943 -3.0384 2.8026 0.087
H -2.0130 0.3714 1.5332 0.076
H -3.1586 -0.6115 2.4160 0.077
H -1.6256 -0.1510 3.1799 0.088
H 0.5006 -1.2196 2.5362 0.134
H 0.5504 -2.5163 1.3572 0.127
H 0.0585 0.4115 0.7168 0.120
H 2.2705 2.4190 -1.1811 0.122
H 0.7562 1.6166 -0.8810 0.114
H 1.2812 3.7977 0.4054 0.113
H 0.5794 2.4870 1.3250 0.101
H 2.5281 3.7150 2.4006 0.109
H 2.5889 1.9775 2.4482 0.100
H 4.0354 3.5044 0.2445 0.123
H 4.7349 3.3495 1.8377 0.116
H 6.5750 0.8320 -0.0532 0.087
H 6.0997 2.4547 -0.5737 0.084
H 6.7201 2.1939 1.0609 0.086
H 5.3611 -0.2810 1.7930 0.092
H 5.1986 1.1277 2.8540 0.091
H 3.7695 0.2347 2.3087 0.070
H 4.3185 -0.2212 -0.4614 0.129
H 4.0752 1.3271 -1.2856 0.130
H 0.0095 -0.3482 -1.6612 0.120
H 0.2456 -2.0150 -1.1071 0.148
H -6.5965 -0.3298 0.3858 0.135
H -5.3664 -2.4398 -3.6656 0.144
H -5.8746 -0.8132 -5.4606 0.099
H -5.3009 0.5577 -4.4021 0.110
H -3.0374 -0.4782 -4.2348 0.086
H -3.5851 -1.8744 -5.2804 0.104
H -1.6258 -3.1063 0.0707 0.139
H -3.0968 -2.1798 0.3978 0.120
```

[4]
Density functional theory data (the ωB97M-V functional and the def2-TZVPD basis) for a structure of composition C6H10O3S.

Computed properties:
Spin multiplicity: 3
HOMO level (alpha / beta): -5.85 / -10.87 eV
Energy above the lowest of the compared OMol25 structures with the same formula, charge and spin: 73.7 kJ/mol
Gap between HOMO and LUMO (alpha / beta): 6.5 / 7.9 eV
Lowest unoccupied orbital energy (alpha / beta): 0.025 / -0.111 Ha
⟨S²⟩: 2.012

```
20
Properties=species:S:1:pos:R:3:lowdin_spin:R:1
C 0.1326 0.9986 -0.8922 0.557
C -0.0411 1.4103 0.9631 0.357
C 0.4423 -0.5204 -0.7313 0.148
C -1.5128 1.5709 1.3593 0.054
C -0.9264 -1.2986 -0.8137 0.051
C 1.6755 -1.0965 -1.3395 0.027
O -0.0092 1.6884 -1.8037 0.656
O 2.0435 -0.1130 1.3520 0.037
O 0.0021 -1.2760 1.9471 0.024
S 0.6581 -0.2967 1.0817 0.018
H 0.6416 2.2472 1.4551 0.021
H -1.7452 1.0415 2.2476 0.016
H -2.1180 1.0702 0.6327 0.009
H -1.9089 2.5783 1.4588 0.001
H -1.6570 -0.5080 -0.4862 0.005
H -0.7661 -2.0182 -0.0281 0.006
H -1.0558 -1.7194 -1.8344 0.003
H 1.8175 -0.8771 -2.4331 0.001
H 1.7204 -2.1139 -1.3344 0.006
H 2.6070 -0.7678 -0.8007 0.001
```

> Among the records above, which one has the highest spin multiplicity?

C6H10O3S